# 1
40
Properties=species:S:1:pos:R:3:forces:R:3:mulliken_charge:R:1 method="wB97M-V/def2-TZVPD" lumo_energy_ev=0.24 largest_force_ev_per_a=4.0 homo_ev=-9.922 e_above_lowest_ev=3.4102 orbital_gap_ev=10.165 total_energy_ha=-974.51706
C -2.946 -2.091 0.504 -0.1044 -1.2543 -1.3642 -1.65
C -1.429 -1.964 0.585 -0.6215 -1.5320 -0.8823 0.57
O -1.097 -1.160 -0.497 2.8312 2.8086 -0.4895 -0.38
C -0.971 -1.368 1.974 -1.0303 -2.4123 -1.3036 -0.80
N 0.479 -1.465 2.047 1.4696 -0.9081 1.0820 0.06
C 1.150 -0.397 2.639 -2.9824 -1.3629 -0.5555 0.08
O 0.384 0.472 3.030 1.5362 1.5035 0.4889 -0.67
H -3.412 -1.254 0.975 -0.4432 0.6555 0.2087 0.33
H -3.244 -2.989 0.973 -0.5508 -0.9303 1.0551 0.43
H -3.388 -2.262 -0.549 1.1005 0.6662 1.3385 0.43
H -0.836 -2.899 0.274 -1.1644 0.5173 1.4798 0.25
H -1.670 -1.037 -1.246 -0.8506 -0.4580 0.2812 0.15
H -1.248 -0.347 2.014 -0.1642 0.6576 0.1904 0.35
H -1.663 -1.868 2.768 1.7720 0.4838 -0.8989 0.18
H 0.947 -2.383 1.873 -0.4791 1.4486 -0.0341 0.30
H 2.244 -0.363 2.740 -0.2537 -0.3250 -0.2399 0.36
O -0.066 0.235 -3.803 -1.8225 1.7001 -0.2867 -0.71
H -0.339 1.209 -3.979 0.7380 -1.9670 0.6811 0.36
H -0.951 -0.118 -3.544 1.1191 0.2118 -0.3119 0.27
O 2.942 -2.194 0.338 0.0586 -2.4523 -0.1096 -0.69
H 3.437 -1.624 0.899 0.3138 1.0322 0.1309 0.30
H 2.498 -1.718 -0.363 0.1346 0.3645 0.4355 0.29
O -1.512 2.611 -2.934 1.0516 0.9055 1.0037 -0.69
H -2.092 2.295 -2.236 -0.3774 -0.2209 -0.0301 0.31
H -0.823 3.059 -2.341 -0.5591 -0.8317 -0.9810 0.37
O 0.512 2.878 1.463 -0.3850 3.9111 -0.3548 -0.69
H 1.403 3.236 1.397 -0.0379 -0.1778 0.0984 0.31
H 0.564 2.034 1.790 0.3901 -3.5362 1.6637 0.29
O 0.554 2.823 -1.005 -0.7648 -0.8456 0.3471 -0.78
H 0.668 1.830 -1.050 -0.0305 1.5409 0.2629 0.35
H 0.205 2.994 -0.055 0.8549 -0.7082 -1.9416 0.48
O 1.632 -0.044 -0.263 -1.0111 -0.1558 -1.2533 -0.64
H 0.788 -0.529 -0.480 0.5965 0.6801 0.6133 0.41
H 2.124 -0.258 -1.090 -0.3192 0.7502 0.2928 0.48
O -2.174 1.518 0.905 -0.1455 -1.7944 -0.7628 -0.62
H -1.540 0.756 0.884 -0.6839 1.4715 -0.2073 0.23
H -1.760 2.246 1.339 0.7003 0.6395 0.5316 0.34
O 2.031 -1.221 -2.631 -1.3691 -0.0127 1.4677 -0.58
H 1.470 -0.764 -3.252 -0.9478 0.6505 -0.3618 0.31
H 2.796 -1.394 -3.105 2.4314 -0.7134 -1.2841 0.27



# 2
18
Properties=species:S:1:pos:R:3:forces:R:3:mulliken_charge:R:1 method="wB97M-V/def2-TZVPD" lumo_energy_ev=-3.71 largest_force_ev_per_a=5.1 homo_ev=-13.105 e_above_lowest_ev=4.6389 orbital_gap_ev=9.398 total_energy_ha=-360.40463 total_charge=+1
C -2.173 -0.143 -1.456 -0.8010 0.8331 0.1502 -0.90
C -1.244 0.324 -0.658 -0.4150 -0.1427 -0.1274 0.41
N -1.277 1.366 0.179 -0.2435 1.1442 1.5319 -0.50
C -0.134 1.416 0.757 -3.1351 -0.8172 -2.1499 -0.16
N 0.776 0.501 0.430 0.3251 0.7859 0.1625 -0.12
C 2.165 0.872 0.545 1.1660 -0.6514 -0.7846 -0.83
N 0.068 -0.325 -0.429 -1.7090 -4.7219 0.6137 0.13
C -0.213 -1.745 0.460 -0.3847 1.3938 0.1715 -0.65
H -1.948 -0.811 -2.225 0.1244 -1.3509 -0.9123 0.32
H -3.178 0.279 -1.393 0.4932 -0.0061 -0.1406 0.29
H 0.049 2.157 1.379 1.3667 3.2226 3.0672 0.59
H 2.705 -0.016 0.263 0.7509 -0.1677 0.1960 0.36
H 2.519 1.703 -0.080 -0.5316 -0.1814 -0.1219 0.34
H 2.360 1.134 1.584 -0.0813 -0.2670 -0.0133 0.32
H 0.333 -0.715 -1.321 1.6727 0.4432 -0.4350 0.40
H -1.037 -1.580 1.225 1.2515 0.4636 -0.9884 0.30
H -0.554 -2.589 -0.155 0.4890 0.5834 -0.3452 0.35
H 0.783 -1.826 0.893 -0.3383 -0.5635 0.1256 0.36



# 3
11
Properties=species:S:1:pos:R:3:forces:R:3:mulliken_charge:R:1 method="wB97M-V/def2-TZVPD" lumo_energy_ev=-4.96 largest_force_ev_per_a=4.9 homo_ev=-14.892 e_above_lowest_ev=6.4471 orbital_gap_ev=9.937 total_energy_ha=-301.59236 total_charge=+1
C -0.979 -0.244 -2.135 -0.2114 -0.7216 1.0479 -0.21
C 0.790 0.775 -0.657 -0.2393 -1.2624 3.0039 0.06
C 0.586 -0.027 1.676 -1.1298 -2.3368 2.9250 -0.73
N -1.345 -0.766 -1.163 0.6277 1.5256 -2.7952 0.44
N 0.610 0.357 0.404 -0.2727 1.9819 -4.5231 -0.06
O -1.531 -1.222 -0.118 -0.4315 -1.2922 2.4940 -0.56
H -0.935 0.456 -2.901 -0.2031 0.5115 -1.2142 0.44
H 1.301 1.218 -1.456 0.2124 0.4736 -1.1059 0.50
H 1.178 0.564 2.276 2.4041 0.8293 1.0366 0.41
H -0.274 -0.016 2.300 -2.2496 1.1430 -0.5935 0.36
H 0.600 -1.095 1.775 1.4934 -0.8518 -0.2757 0.36